[1]
C31H94N20O13 | the ωB97M-V functional and the def2-TZVPD basis

Output
Energy ... -3310.8117 hartree
Orbital gap ... 7.765 eV
Multiplicity ... 1
ΔE to the lowest compared entry with this formula, charge and spin ... 388.4 kJ/mol
LUMO level ... -0.36 eV

```
158
C31H94N20O13 (the ωB97M-V functional and the def2-TZVPD basis)
C 6.37 -14.05 -17.56
C 7.45 -13.51 -16.55
C 8.79 -13.81 -17.05
O 9.80 -13.21 -16.21
C 11.10 -13.46 -16.73
N 7.25 -12.06 -16.63
H 5.37 -14.00 -17.13
H 6.44 -15.13 -17.63
H 6.52 -13.62 -18.56
H 7.18 -13.93 -15.58
H 8.95 -13.28 -17.99
H 8.97 -14.88 -17.01
H 11.10 -13.79 -17.77
H 11.59 -14.32 -16.27
H 11.66 -12.53 -16.74
H 7.76 -11.56 -15.92
H 6.30 -11.77 -16.45
C 1.08 -14.72 -11.40
C 0.60 -15.44 -12.67
C 1.25 -14.86 -13.96
O 0.93 -13.42 -14.03
C -0.33 -13.18 -14.66
N 0.87 -16.85 -12.50
H 0.75 -13.68 -11.38
H 2.16 -14.66 -11.36
H 0.72 -15.23 -10.50
H -0.48 -15.39 -12.79
H 0.92 -15.54 -14.75
H 2.32 -15.03 -14.06
H -0.19 -13.14 -15.74
H -0.56 -12.17 -14.34
H -1.17 -13.79 -14.33
H 0.38 -17.41 -13.18
H 1.83 -16.87 -12.79
C 10.73 -18.04 -17.78
C 9.42 -18.85 -17.70
C 8.25 -18.10 -17.07
O 8.73 -17.96 -15.76
C 7.76 -17.40 -14.81
N 9.03 -19.12 -19.10
H 11.39 -18.44 -18.55
H 11.27 -18.00 -16.83
H 10.49 -17.02 -18.06
H 9.59 -19.79 -17.19
H 7.38 -18.74 -17.04
H 7.98 -17.18 -17.59
H 7.65 -16.37 -15.16
H 8.22 -17.30 -13.83
H 6.75 -17.82 -14.74
H 8.60 -18.25 -19.38
H 8.29 -19.80 -19.07
C 3.25 -14.38 -20.50
C 2.34 -14.57 -21.82
C 1.48 -13.34 -22.05
O 0.47 -13.33 -21.00
C -0.55 -12.44 -21.35
N 3.37 -14.64 -22.94
H 3.95 -13.55 -20.48
H 3.86 -15.28 -20.42
H 2.52 -14.41 -19.69
H 1.70 -15.46 -21.84
H 1.13 -13.26 -23.08
H 2.21 -12.53 -22.04
H -1.05 -12.79 -22.26
H -0.15 -11.46 -21.60
H -1.35 -12.28 -20.63
H 4.04 -13.89 -22.80
H 2.84 -14.32 -23.73
C 3.58 -21.86 -15.11
C 3.89 -21.02 -13.89
C 5.48 -21.14 -13.70
O 5.75 -20.26 -12.65
C 7.14 -20.30 -12.25
N 3.48 -19.66 -14.11
H 3.68 -22.90 -14.80
H 4.15 -21.49 -15.96
H 2.52 -21.83 -15.35
H 3.31 -21.46 -13.08
H 5.96 -20.80 -14.62
H 5.83 -22.16 -13.53
H 7.35 -19.73 -11.35
H 7.69 -19.84 -13.08
H 7.37 -21.35 -12.08
H 3.79 -19.15 -13.29
H 4.02 -19.39 -14.92
C 6.19 -12.24 -12.29
C 4.70 -11.97 -12.53
C 4.44 -10.74 -13.36
O 5.13 -10.77 -14.66
C 4.77 -9.66 -15.40
N 4.15 -13.13 -13.18
H 6.75 -11.42 -11.84
H 6.72 -12.49 -13.21
H 6.38 -13.12 -11.67
H 4.23 -11.82 -11.56
H 4.74 -9.82 -12.86
H 3.36 -10.67 -13.48
H 3.70 -9.58 -15.54
H 5.29 -9.72 -16.35
H 5.11 -8.69 -15.03
H 3.18 -12.94 -13.37
H 4.56 -13.29 -14.09
C 6.40 -17.05 -20.69
O 7.46 -17.30 -20.14
N 6.28 -16.04 -21.58
N 5.31 -17.80 -20.56
H 7.16 -15.59 -21.74
H 5.40 -15.70 -21.94
H 5.38 -18.57 -19.91
H 4.56 -17.81 -21.24
C -0.91 -15.44 -18.12
O -1.14 -16.21 -17.22
N 0.19 -14.73 -18.31
N -1.83 -15.25 -18.99
H 0.97 -14.61 -17.68
H 0.12 -14.22 -19.18
H -2.63 -15.84 -18.83
H -1.64 -14.89 -19.92
C 2.89 -12.63 -16.95
O 2.88 -13.84 -16.91
N 2.31 -11.89 -16.05
N 3.59 -11.96 -17.75
H 2.12 -10.95 -16.36
H 1.55 -12.29 -15.52
H 4.17 -12.28 -18.51
H 3.38 -10.97 -17.78
C 4.13 -17.00 -16.84
O 4.59 -18.13 -16.66
N 3.81 -16.25 -15.81
N 3.93 -16.38 -17.97
H 3.79 -16.69 -14.90
H 3.55 -15.30 -16.01
H 4.48 -16.83 -18.69
H 3.45 -15.49 -17.97
C 0.00 -19.41 -14.91
O -1.21 -19.44 -14.91
N 0.70 -18.40 -15.30
N 0.72 -20.23 -14.32
H 1.69 -18.54 -15.42
H 0.12 -17.68 -15.70
H 1.71 -20.02 -14.34
H 0.30 -21.05 -13.91
C 3.18 -20.96 -19.24
O 3.41 -21.69 -20.16
N 2.08 -20.84 -18.59
N 4.14 -20.31 -18.53
H 1.80 -20.01 -18.09
H 1.27 -21.35 -18.91
H 5.09 -20.60 -18.68
H 4.04 -19.61 -17.81
C 4.73 -16.84 -12.39
O 3.75 -17.10 -13.03
N 5.67 -17.69 -12.13
N 4.93 -15.69 -11.86
H 6.27 -17.54 -11.33
H 5.60 -18.63 -12.48
H 4.42 -14.90 -12.23
H 5.82 -15.57 -11.40
```



[2]
C6H13O4Rb | the ωB97M-V functional and the def2-TZVPD basis

Output
Charge ... +1
Energy ... -561.0825 hartree
Orbital gap (alpha / beta) ... 8.181 / 5.245 eV
Multiplicity ... 2
ΔE to the lowest compared entry with this formula, charge and spin ... 120.2 kJ/mol
<S²> ... 0.783
LUMO level (alpha / beta) ... -3.91 / -6.84 eV

```
24
C6H13O4Rb (the ωB97M-V functional and the def2-TZVPD basis)
O -5.10 -1.71 -1.52
C -4.14 -2.05 -0.86
C -3.82 -1.49 0.50
C -2.36 -1.05 0.66
C -2.02 0.18 -0.18
O -0.68 0.55 -0.12
Rb 1.32 2.44 2.05
H -3.42 -2.80 -1.25
H -4.01 -2.32 1.21
H -4.52 -0.68 0.75
H -1.69 -1.87 0.37
H -2.17 -0.83 1.72
H -2.62 1.06 0.11
H -2.27 0.04 -1.25
O 1.92 -0.16 -0.13
C 2.73 -1.27 -0.01
C 2.43 -2.33 -1.06
O 3.02 -3.53 -0.61
H 0.50 -0.22 -0.37
H 2.67 -1.69 1.01
H 3.78 -0.91 -0.12
H 2.85 -2.01 -2.02
H 1.34 -2.43 -1.16
H 2.71 -4.26 -1.15
```



[3]
C14H17N3 | the ωB97M-V functional and the def2-TZVPD basis

Output
Energy ... -707.7742 hartree
Orbital gap ... 8.562 eV
Multiplicity ... 1
ΔE to the lowest compared entry with this formula, charge and spin ... 476.5 kJ/mol
SMILES ... Cc1c[nH]c2ccccc12.CCc1c[nH]cn1
LUMO level ... 0.79 eV

```
34
C14H17N3 (the ωB97M-V functional and the def2-TZVPD basis)
C 0.89 -1.58 2.23
C -0.33 -1.08 1.53
C -1.42 -0.28 1.99
N -2.47 -0.21 1.01
C -2.06 -1.03 -0.07
C -2.72 -1.19 -1.33
C -2.09 -1.90 -2.34
C -0.82 -2.46 -2.03
C -0.22 -2.20 -0.81
C -0.73 -1.44 0.23
H 1.65 -2.02 1.78
H 0.54 -2.55 2.53
H 1.27 -0.98 3.13
H -1.67 0.15 2.89
H -3.35 -0.22 1.54
H -3.60 -0.53 -1.48
H -2.30 -1.93 -3.44
H -0.26 -2.95 -2.99
H 0.69 -2.74 -0.67
C 3.74 1.77 0.35
C 2.40 1.04 0.00
C 1.07 1.67 -0.26
C -0.05 1.15 -0.93
N -1.05 2.14 -1.09
C -0.61 3.22 -0.26
N 0.57 2.93 0.32
H 3.99 2.50 -0.37
H 4.57 1.19 0.61
H 3.34 2.05 1.29
H 2.47 0.50 -1.07
H 1.83 0.55 0.82
H -0.18 0.33 -1.52
H -1.91 1.96 -1.30
H -1.20 4.13 -0.31
```



Repeat the third record exactly.
C14H17N3 | the ωB97M-V functional and the def2-TZVPD basis

Output
Energy ... -707.7742 hartree
Orbital gap ... 8.562 eV
Multiplicity ... 1
ΔE to the lowest compared entry with this formula, charge and spin ... 476.5 kJ/mol
SMILES ... Cc1c[nH]c2ccccc12.CCc1c[nH]cn1
LUMO level ... 0.79 eV

```
34
C14H17N3 (the ωB97M-V functional and the def2-TZVPD basis)
C 0.89 -1.58 2.23
C -0.33 -1.08 1.53
C -1.42 -0.28 1.99
N -2.47 -0.21 1.01
C -2.06 -1.03 -0.07
C -2.72 -1.19 -1.33
C -2.09 -1.90 -2.34
C -0.82 -2.46 -2.03
C -0.22 -2.20 -0.81
C -0.73 -1.44 0.23
H 1.65 -2.02 1.78
H 0.54 -2.55 2.53
H 1.27 -0.98 3.13
H -1.67 0.15 2.89
H -3.35 -0.22 1.54
H -3.60 -0.53 -1.48
H -2.30 -1.93 -3.44
H -0.26 -2.95 -2.99
H 0.69 -2.74 -0.67
C 3.74 1.77 0.35
C 2.40 1.04 0.00
C 1.07 1.67 -0.26
C -0.05 1.15 -0.93
N -1.05 2.14 -1.09
C -0.61 3.22 -0.26
N 0.57 2.93 0.32
H 3.99 2.50 -0.37
H 4.57 1.19 0.61
H 3.34 2.05 1.29
H 2.47 0.50 -1.07
H 1.83 0.55 0.82
H -0.18 0.33 -1.52
H -1.91 1.96 -1.30
H -1.20 4.13 -0.31
```